# 1
173
Properties=species:S:1:pos:R:3:forces:R:3:lowdin_charge:R:1 method="wB97M-V/def2-TZVPD" charge=+1 spin_multiplicity=1
C -6.276968 0.493844 -1.891866 -0.42 -0.14 0.35 -0.19
C -5.764864 -0.599112 -0.995621 0.32 0.02 -0.29 -0.81
I -7.101714 -1.075324 0.532510 -0.08 0.00 0.05 0.91
C -4.581213 -1.194679 -1.157499 -0.09 0.14 0.13 -0.63
I -4.010615 -2.739089 0.179742 -0.06 -0.09 -0.07 1.08
C -3.494410 -0.888196 -2.242276 0.26 -0.52 0.25 -0.39
C -3.652093 -1.822072 -3.436534 0.50 0.09 0.26 -0.13
C -3.330444 -3.310743 -3.257753 -0.13 -0.08 -0.57 -0.20
C -4.561594 -4.232516 -3.239588 0.56 -0.41 0.00 -0.28
N -4.265400 -5.603074 -3.673466 0.07 0.18 0.17 -0.01
C -3.245809 0.561833 -2.701787 -0.72 1.02 0.94 -0.31
P -4.248627 1.358799 -4.086209 -0.76 -0.28 -0.21 0.92
O -3.174166 1.027846 -5.276111 0.02 0.39 0.07 -0.27
O -3.990553 2.942176 -3.722987 0.41 -0.17 0.10 -0.27
N -3.116407 1.183909 -1.320194 0.91 -0.53 -0.65 0.12
C -2.297927 0.205995 -0.719425 -0.23 0.33 0.17 -0.33
N -1.737726 0.457097 0.430766 0.09 -0.23 -0.34 0.17
C -0.915328 -0.479237 1.198558 0.19 -0.11 0.29 -0.16
C 0.578542 -0.267886 1.000007 0.05 -0.40 0.39 -0.18
C 1.380088 -1.335759 1.772103 -0.46 0.13 0.75 -0.18
C 2.663545 -0.771370 2.419282 0.07 -0.10 -1.24 -0.18
C 3.947780 -1.505094 1.981482 -0.25 0.45 0.85 -0.20
C 5.133790 -0.531622 2.063066 -0.40 -0.60 -0.43 -0.20
C 5.125884 0.440388 0.888453 0.38 0.34 0.23 -0.29
C 6.338879 1.393704 0.846608 -0.78 0.09 -0.39 -0.24
Si 5.991358 2.811629 -0.356051 0.46 0.11 -0.10 0.58
C 4.716676 2.335329 -1.657874 0.15 -0.21 0.05 -0.17
C 7.548495 3.305269 -1.288972 -0.42 0.13 0.19 -0.18
C 5.395698 4.320720 0.592927 0.00 -0.13 -0.21 -0.25
C 5.538063 5.590297 0.031699 0.14 -0.05 -0.17 -0.10
C 5.098727 6.725938 0.689181 0.09 0.07 -0.21 -0.08
C 4.506510 6.607200 1.929577 -0.28 0.22 0.36 -0.08
C 4.340986 5.359088 2.504946 -0.02 -0.09 0.09 -0.09
C 4.787345 4.228994 1.839646 -0.13 -0.19 0.07 -0.10
N -2.215116 -0.967251 -1.412750 -0.17 -0.01 -0.28 -0.04
C -0.944473 -1.237759 -2.139248 0.84 0.23 0.28 -0.12
C -0.155965 -2.474959 -1.714777 -0.23 -0.15 0.14 -0.13
C 1.345670 -2.317053 -1.960019 0.11 -0.10 -0.27 -0.22
O 1.651597 -1.696926 -3.218145 -0.20 -0.05 0.41 -0.07
H -6.271656 0.167830 -2.927896 0.13 0.11 -0.08 0.04
H -5.703391 1.411393 -1.741824 0.10 -0.01 -0.16 0.07
H -7.308546 0.728789 -1.640446 0.01 0.05 -0.07 0.02
H -4.691745 -1.709703 -3.757370 -0.01 0.07 -0.01 0.13
H -3.042173 -1.421209 -4.241091 -0.06 -0.07 -0.02 0.07
H -2.693040 -3.501979 -2.394921 -0.08 0.02 0.09 0.06
H -2.757580 -3.607196 -4.140366 0.06 0.08 0.03 0.10
H -5.318097 -3.841160 -3.919911 -0.14 0.09 0.18 0.12
H -4.945513 -4.311262 -2.222053 -0.35 0.21 -0.10 0.06
H -3.917025 -5.590142 -4.625750 -0.02 -0.02 -0.03 0.07
H -3.511264 -5.969059 -3.101724 -0.04 -0.14 -0.01 0.06
H -2.225116 0.680994 -3.086467 -0.15 -0.76 -0.55 0.12
H -2.551544 1.752566 -5.444240 0.32 -0.10 0.00 0.04
H -3.107903 3.115987 -3.367618 -0.06 0.19 -0.07 0.03
H -2.541202 2.020774 -1.381896 -0.43 0.32 0.34 0.13
H -1.914839 1.375282 0.812475 0.05 -0.01 0.11 0.18
H -1.225240 -1.496184 0.962463 -0.10 0.06 -0.21 0.08
H -1.151041 -0.326819 2.252756 -0.11 0.03 -0.04 0.14
H 0.849555 0.697383 1.431436 -0.03 0.18 -0.33 0.11
H 0.818106 -0.293596 -0.062551 0.10 0.25 0.00 0.08
H 0.722163 -1.701151 2.569149 0.04 -0.13 -0.04 0.11
H 1.589841 -2.209420 1.153475 0.06 0.06 -0.10 0.10
H 2.744941 0.258757 2.062832 0.05 0.09 0.25 0.08
H 2.592814 -0.735885 3.505598 -0.01 -0.08 0.02 0.12
H 4.089919 -2.332016 2.673222 0.19 -0.16 -0.23 0.08
H 3.841260 -1.915911 0.974638 0.02 0.06 -0.05 0.11
H 5.037563 0.000612 3.014394 0.33 0.08 -0.01 0.12
H 6.062792 -1.105240 2.051452 0.08 0.11 0.15 0.12
H 5.070833 -0.122944 -0.048404 -0.02 -0.01 0.01 0.11
H 4.232941 1.074523 0.923607 -0.15 -0.20 0.02 0.08
H 6.456011 1.837730 1.838293 0.35 -0.11 0.02 0.07
H 7.241035 0.860811 0.544177 0.10 0.01 0.24 0.08
H 4.457742 3.209787 -2.256774 -0.05 0.01 0.01 0.03
H 3.809887 1.898162 -1.237560 -0.05 0.10 0.00 0.01
H 5.162377 1.592108 -2.325178 -0.05 0.00 -0.05 0.04
H 7.277722 3.983730 -2.101440 0.13 -0.05 -0.08 0.03
H 8.043635 2.428252 -1.704967 0.10 0.05 -0.03 0.03
H 8.221420 3.844613 -0.620936 0.15 -0.11 -0.05 0.04
H 6.020696 5.689223 -0.934743 -0.03 0.06 -0.02 0.10
H 5.212017 7.703008 0.237497 0.04 0.00 -0.01 0.11
H 4.151156 7.487924 2.446782 -0.01 0.04 0.00 0.09
H 3.862898 5.260934 3.471662 0.01 0.04 0.03 0.10
H 4.645508 3.253000 2.293083 0.02 0.01 0.08 0.09
H -0.277813 -0.384878 -1.954587 -0.14 0.12 -0.09 0.12
H -1.127270 -1.249421 -3.216663 -0.18 -0.05 0.22 0.11
H -0.322032 -2.654491 -0.649620 0.06 -0.10 0.00 0.11
H -0.504176 -3.363910 -2.239937 -0.12 0.07 -0.05 0.11
H 1.832218 -1.754420 -1.160091 -0.04 -0.01 0.07 0.10
H 1.800287 -3.306544 -1.985385 0.05 0.04 0.05 0.13
H 1.694418 -0.751751 -3.046091 0.14 0.03 -0.21 0.08
O -2.405936 -4.883916 3.024439 0.05 0.03 -0.07 0.10
C -3.397484 -5.530135 2.848930 -0.04 0.16 0.20 -0.51
O -3.947295 -5.676640 1.620489 -0.01 0.00 -0.10 -0.07
C -5.190973 -6.399954 1.706579 -0.14 -0.12 0.05 -0.15
C -5.099626 -7.181992 3.012010 0.06 0.06 0.08 -0.15
C -4.246162 -6.252930 3.876297 -0.06 -0.34 -0.28 -0.07
H -6.008998 -5.676643 1.708785 0.01 0.02 0.02 0.13
H -5.285762 -7.035756 0.830476 0.09 0.07 -0.06 0.13
H -6.073058 -7.418400 3.434982 -0.02 0.06 -0.02 0.12
H -4.568042 -8.119313 2.845208 -0.01 -0.01 -0.02 0.12
H -4.849101 -5.512783 4.404702 0.05 0.03 0.05 0.13
H -3.614949 -6.782935 4.583468 0.03 0.15 0.10 0.13
O -2.957614 -2.303416 -6.392745 0.05 -0.12 0.03 0.13
C -1.944336 -1.672181 -6.467477 -0.13 0.20 -0.18 -0.48
O -1.105066 -1.533031 -5.403077 -0.01 -0.07 -0.21 -0.02
C -0.022177 -0.643545 -5.745275 0.29 0.22 -0.07 -0.15
C 0.060183 -0.670856 -7.260614 -0.14 -0.40 -0.20 -0.14
C -1.398238 -0.905265 -7.653366 0.41 -0.14 0.12 -0.05
H -0.258089 0.353779 -5.367945 -0.07 0.01 -0.02 0.10
H 0.881333 -1.002874 -5.266262 -0.06 -0.12 0.08 0.11
H 0.502902 0.217454 -7.686946 -0.01 0.08 0.06 0.09
H 0.660532 -1.529640 -7.567553 -0.02 -0.01 0.00 0.13
H -1.955604 0.028715 -7.747522 -0.08 -0.04 0.00 0.13
H -1.511898 -1.491962 -8.560567 -0.18 0.06 -0.03 0.13
O 1.198003 9.542215 1.932704 0.07 0.03 -0.05 0.13
C 1.288058 9.331664 3.104286 -0.19 -0.13 -0.09 -0.49
O 2.415764 8.825984 3.665572 0.00 0.02 0.09 0.00
C 2.204775 8.570483 5.065487 0.00 0.05 0.15 -0.15
C 1.042297 9.471307 5.465772 -0.09 0.01 -0.06 -0.15
C 0.228463 9.522975 4.174087 0.30 0.14 0.28 -0.07
H 1.972045 7.510534 5.190993 -0.02 0.00 -0.01 0.12
H 3.122005 8.796856 5.603005 0.07 -0.02 -0.10 0.13
H 0.492886 9.100794 6.328259 0.01 -0.06 -0.02 0.12
H 1.413339 10.467996 5.705947 0.02 -0.01 0.01 0.12
H -0.483910 8.699606 4.102602 -0.04 0.03 -0.05 0.13
H -0.288069 10.467185 4.029619 -0.11 -0.07 -0.13 0.13
O -9.266372 1.843392 -1.509587 0.08 0.02 0.09 0.10
C -9.321588 2.876374 -2.111121 -0.21 -0.12 -0.15 -0.48
O -9.595394 4.052923 -1.506768 0.05 0.05 0.02 0.03
C -9.705468 5.104422 -2.482695 0.01 0.09 -0.12 -0.15
C -8.929527 4.604211 -3.696011 0.00 -0.10 -0.03 -0.15
C -9.146944 3.094729 -3.603233 0.22 0.35 0.08 -0.07
H -10.763408 5.260314 -2.701454 -0.01 -0.03 -0.01 0.13
H -9.297237 6.017563 -2.057698 -0.01 -0.05 0.11 0.12
H -9.264226 5.049274 -4.630228 -0.07 0.00 0.02 0.12
H -7.868891 4.830450 -3.575939 0.00 0.02 0.01 0.11
H -10.061876 2.776991 -4.105212 0.02 -0.07 0.00 0.13
H -8.305626 2.516339 -3.976470 -0.11 -0.16 -0.02 0.12
O 0.536650 2.241038 -6.844005 -0.19 0.22 0.37 0.14
C -0.004561 3.225442 -6.439409 0.21 0.15 -0.53 -0.44
O -0.942023 3.194740 -5.441849 -0.12 -0.08 0.05 -0.02
C -1.488219 4.519540 -5.244003 -0.12 0.27 -0.04 -0.16
C -0.442150 5.476241 -5.797594 0.12 -0.07 -0.04 -0.14
C 0.172289 4.648496 -6.925140 -0.05 0.14 0.45 -0.06
H -2.435469 4.586941 -5.784334 0.02 -0.04 0.04 0.13
H -1.674957 4.665667 -4.181158 0.03 -0.08 -0.01 0.12
H -0.862434 6.426502 -6.116410 -0.07 -0.04 -0.02 0.12
H 0.312730 5.680023 -5.037750 -0.01 0.02 0.01 0.12
H -0.371530 4.759593 -7.864560 0.05 -0.04 -0.04 0.14
H 1.224849 4.861879 -7.084732 0.00 -0.09 -0.18 0.13
O 5.993754 -4.025463 3.098750 -0.21 0.08 -0.05 0.12
C 5.862940 -3.908756 4.282213 0.35 0.00 -0.01 -0.48
O 4.950489 -3.066520 4.838159 0.08 -0.13 0.06 0.00
C 5.109598 -3.060338 6.273188 -0.01 0.01 0.17 -0.14
C 5.806457 -4.370439 6.614542 0.04 0.16 -0.21 -0.16
C 6.662905 -4.592322 5.372178 -0.33 -0.05 0.24 -0.06
H 5.706398 -2.186928 6.545967 0.01 0.00 -0.03 0.13
H 4.126296 -2.972191 6.729635 -0.05 0.06 -0.11 0.12
H 6.366978 -4.329987 7.543441 -0.01 0.02 0.01 0.12
H 5.077337 -5.170121 6.701449 -0.03 -0.01 0.03 0.09
H 7.633385 -4.097933 5.443869 0.03 -0.04 -0.07 0.13
H 6.804096 -5.642705 5.134503 0.15 0.04 -0.11 0.13
O 5.600889 -6.701411 8.535783 0.06 -0.13 0.03 0.12
C 4.659171 -7.427884 8.417070 -0.05 0.10 0.22 -0.48
O 3.996359 -7.558678 7.241676 -0.02 -0.03 -0.05 0.02
C 2.847632 -8.409582 7.407002 -0.10 -0.11 0.04 -0.15
C 3.149745 -9.249709 8.642420 0.05 0.04 0.08 -0.15
C 3.997205 -8.288699 9.475663 -0.06 -0.31 -0.29 -0.07
H 1.967901 -7.776419 7.540140 0.01 0.01 0.02 0.13
H 2.720694 -9.001657 6.504512 0.08 0.07 -0.06 0.12
H 2.253804 -9.607644 9.144361 -0.03 0.06 -0.01 0.12
H 3.747983 -10.117090 8.361910 -0.01 -0.01 -0.02 0.12
H 3.387866 -7.644093 10.110973 0.05 0.02 0.04 0.13
H 4.747806 -8.791458 10.078157 0.03 0.15 0.11 0.13

# 2
72
Properties=species:S:1:pos:R:3:forces:R:3:lowdin_charge:R:1 method="wB97M-V/def2-TZVPD" de_lowest_kj_mol=98.9 charge=-1 spin_multiplicity=1
Sn 0.271022 -0.017708 0.028974 -0.97 -0.69 0.24 1.48
C -3.703721 -1.531512 -4.974600 0.06 0.01 0.03 -0.05
C -3.197064 -1.438402 -3.558733 0.00 -0.05 0.01 -0.28
C -2.698033 -2.551141 -2.883183 0.01 0.03 -0.02 -0.03
C -2.229365 -2.454237 -1.587518 0.08 -0.01 0.01 -0.03
C -2.245324 -1.244688 -0.874084 -0.08 -0.08 -0.01 -0.28
N -1.714761 -1.096029 0.410297 0.24 0.04 -0.19 -0.08
C -1.970556 -2.072508 1.341528 -0.01 0.04 0.03 -0.22
C -3.062535 -2.958443 1.206549 -0.02 -0.04 0.00 -0.03
C -3.312282 -3.997649 2.077454 0.02 0.03 0.02 -0.05
C -2.501158 -4.215049 3.185784 -0.02 -0.05 -0.04 -0.29
C -2.709673 -5.377081 4.124070 0.00 0.07 -0.05 -0.06
C -1.495635 -3.291100 3.405056 -0.01 -0.01 0.08 0.00
C -1.240881 -2.228724 2.545576 0.11 0.16 0.06 -0.09
N -0.244709 -1.277492 2.975303 -0.10 -0.16 -0.10 -0.05
C 0.566613 -1.370121 4.052399 -0.01 -0.02 -0.08 -0.05
C 1.189885 -0.157913 4.224425 -0.01 0.08 -0.01 -0.05
C 0.702625 0.638235 3.185252 0.00 0.06 0.08 -0.15
N -0.167990 -0.037038 2.439483 0.24 -0.09 0.04 -0.03
C -2.732646 -0.129466 -1.575564 -0.03 0.22 0.07 -0.13
C -3.187466 -0.227925 -2.885086 0.02 0.06 -0.09 0.01
N -2.801607 1.152154 -0.942680 -0.05 -0.24 0.10 -0.08
C -3.804589 2.056780 -1.016052 0.04 -0.04 -0.03 -0.07
C -3.421587 3.148758 -0.277302 0.07 0.05 0.03 -0.06
C -2.147066 2.813999 0.218783 -0.04 0.03 0.04 -0.12
N -1.794164 1.604498 -0.177814 -0.02 0.18 -0.22 0.00
H -3.609028 -2.549191 -5.353192 0.01 0.01 0.00 0.07
H -4.756374 -1.245954 -5.036443 0.01 0.00 -0.01 0.08
H -3.141613 -0.871833 -5.639600 0.00 -0.01 0.02 0.07
H -2.638597 -3.505071 -3.396966 -0.01 0.01 0.02 0.12
H -1.811984 -3.325917 -1.096197 -0.05 0.01 -0.03 0.12
H -3.723768 -2.816433 0.362133 0.02 -0.04 0.04 0.11
H -4.158104 -4.651836 1.892673 0.02 0.01 -0.02 0.11
H -3.473183 -6.052183 3.736359 0.00 0.01 0.01 0.07
H -1.790946 -5.954065 4.247002 -0.01 0.00 0.00 0.07
H -3.028310 -5.048281 5.116390 0.00 0.01 0.00 0.07
H -0.896174 -3.409659 4.298540 -0.03 0.04 -0.02 0.10
H 0.663776 -2.273691 4.624204 -0.02 -0.01 -0.03 0.11
H 1.910412 0.098186 4.981385 -0.01 0.01 -0.03 0.10
H 0.946185 1.655803 2.919855 0.05 -0.03 -0.02 0.10
H -3.520162 0.672289 -3.392510 0.02 -0.01 0.04 0.12
H -4.700288 1.851983 -1.577462 0.02 -0.03 0.02 0.12
H -3.976604 4.057866 -0.121355 0.01 -0.03 0.01 0.09
H -1.468977 3.392617 0.828620 -0.02 -0.03 -0.04 0.10
F 5.006461 -1.062650 0.488911 0.13 -0.12 -0.04 0.15
C 4.271802 -0.142243 1.099975 -0.19 0.17 0.09 -0.69
F 3.253157 -0.741451 1.716243 -0.03 -0.09 0.01 0.12
F 5.020824 0.471470 2.013873 0.05 -0.02 0.09 0.14
S 3.665210 1.048918 -0.161473 -0.16 0.49 -0.09 0.57
O 3.000305 0.232337 -1.145162 0.20 0.09 0.26 -0.35
O 4.809900 1.817585 -0.565014 -0.05 -0.28 0.00 -0.27
N 2.674690 1.893201 0.798559 0.37 0.25 -0.57 -0.33
S 1.853501 3.073772 0.117754 -0.05 -0.19 -0.23 0.52
O 1.077784 3.756866 1.119268 0.11 -0.34 0.09 -0.30
O 1.205455 2.661077 -1.102804 0.06 0.39 0.18 -0.36
C 3.053991 4.386106 -0.457454 -0.27 -0.02 0.17 -0.68
F 3.486814 4.148852 -1.685782 0.11 -0.04 -0.06 0.14
F 2.389839 5.550644 -0.470983 0.05 0.05 -0.05 0.12
F 4.086974 4.505391 0.367476 0.10 0.05 0.07 0.14
Br 0.503228 0.005265 -5.492441 -0.01 -0.02 0.02 0.72
C 0.664487 -1.670325 -4.619450 -0.04 0.05 -0.07 -0.66
C 0.686183 -2.831512 -5.371112 0.02 -0.19 0.05 -0.21
N 0.776912 -4.038322 -4.812942 -0.02 0.12 0.10 0.07
C 0.838533 -4.098837 -3.479787 -0.06 -0.03 -0.19 -0.08
C 0.824234 -2.984946 -2.650120 0.14 -0.01 -0.01 -0.11
C 0.747783 -1.737087 -3.244950 0.03 0.03 0.11 -0.06
C 0.865977 -3.179291 -1.138377 -0.29 -0.07 -0.06 -0.62
O 0.850577 -4.324388 -0.708314 0.10 0.06 0.03 0.04
O 0.862306 -2.103171 -0.443687 0.15 0.11 0.13 -0.23
H 0.635745 -2.786652 -6.452871 -0.02 -0.01 0.00 0.09
H 0.892645 -5.081110 -3.028330 0.02 0.00 0.00 0.12
H 0.757988 -0.836327 -2.648858 0.03 0.07 0.02 0.08

# 3
15
Properties=species:S:1:pos:R:3:forces:R:3:lowdin_charge:R:1 method="wB97M-V/def2-TZVPD" de_lowest_kj_mol=173.1 charge=+1 spin_multiplicity=1
C 1.442443 1.047247 0.489687 -0.85 -3.25 -0.16 -0.14
C 0.863441 2.110541 0.961112 0.53 1.78 0.28 0.07
N 0.718822 0.236030 -0.581674 -0.23 -1.57 -0.96 0.14
H 2.102343 0.304571 0.991243 0.04 1.42 -0.33 0.14
H 1.330816 2.601283 1.822496 -0.37 -0.19 -0.29 0.10
H 0.070508 2.655844 0.439447 0.13 -0.38 0.29 0.10
H 1.214009 0.167194 -1.521518 -0.35 0.08 1.54 0.18
H 0.593874 -0.784956 -0.208775 0.03 2.15 -0.82 0.19
H -0.242843 0.560880 -0.846973 0.75 -0.26 0.60 0.15
H -0.636540 -1.896223 2.651108 1.24 0.66 0.56 0.05
H -1.716618 -2.321645 2.006350 -4.65 -3.51 -0.11 -0.03
O -1.086294 -1.726080 1.828227 3.59 2.95 -0.58 0.00
H -1.073164 -1.607667 -2.718667 1.37 -1.49 -1.45 0.01
H -1.903041 -0.325603 -2.964615 -0.01 -0.15 -0.49 0.05
O -1.677761 -1.021409 -2.347445 -1.21 1.75 1.93 -0.01

# 4
19
Properties=species:S:1:pos:R:3:forces:R:3:lowdin_charge:R:1 method="wB97M-V/def2-TZVPD" de_lowest_kj_mol=261.5 charge=+1 spin_multiplicity=1
C -1.797473 -0.528598 -1.268189 0.51 0.24 0.79 -0.10
C -1.036321 0.714095 -0.760173 -1.56 3.04 -1.16 -0.23
C 0.360240 0.573814 -0.218574 -0.13 -3.50 -0.32 -0.25
N 2.309425 0.518501 2.134032 -3.79 -2.13 -6.47 0.13
C 0.968320 0.138455 2.098326 0.43 1.53 1.96 -0.26
N 0.134893 0.066708 1.136632 0.49 -0.16 -0.14 0.00
N -0.914467 -1.273440 -2.332963 -2.44 -1.48 -0.94 0.18
H -2.641805 -0.117116 -1.801817 -0.36 -0.46 -0.10 0.12
H -2.119635 -1.202745 -0.446214 0.48 0.13 -0.84 0.14
H -1.659381 1.270057 0.015302 0.49 -1.12 -0.88 0.15
H -1.099355 1.458706 -1.636920 0.52 -0.95 0.97 0.14
H 1.026132 1.400120 -0.300286 0.19 1.05 -0.01 0.11
H 0.789402 -0.225728 -0.938095 0.35 0.82 1.32 0.11
H 2.757367 0.737342 2.907740 2.44 0.90 4.34 0.03
H 2.807883 0.253415 1.281104 0.22 0.61 0.85 0.11
H 0.544434 0.098361 3.142487 0.31 -0.51 -1.10 0.14
H -0.652083 -2.276116 -2.128909 -0.33 1.43 -0.02 0.20
H -0.119893 -0.718047 -2.444915 2.21 0.85 0.10 0.09
H -1.310617 -1.247233 -3.321731 -0.01 -0.28 1.66 0.20

We obtain gap between HOMO and LUMO values of 0.2882 0.2638 0.4321 0.3221 Ha for the records listed above, in that order.
We obtain E_tot values of -133697.0342 -165944.5396 -7813.2165 -8805.0235 eV for the records listed above, in that order.